[1]
This record from the Open Molecules 2025 dataset describes C23H19NO2ReS4 as an isolated structure. The level of theory is ωB97M-V with the def2-TZVPD basis set.

Geometry as XYZ:
```
50
Properties=species:S:1:pos:R:3:forces:R:3:lowdin_spin:R:1
Re -0.366870 0.162145 0.719592 0.177 0.056 0.225 0.74
S -2.482229 0.343750 -0.728077 -0.095 0.119 -0.075 0.02
C -2.807553 1.231799 0.662882 0.127 -0.112 0.176 0.02
N -1.818376 1.205161 1.583141 -0.418 0.234 0.282 0.00
C -2.115842 1.934416 2.741713 -0.024 0.098 -0.003 0.00
C -1.308434 2.128025 3.855420 -0.070 0.035 -0.053 0.00
C -1.800127 2.908379 4.888246 0.063 -0.033 0.000 0.00
C -3.061918 3.493706 4.819898 -0.020 0.032 0.047 0.00
C -3.865949 3.311074 3.709067 -0.021 0.009 0.009 0.00
C -3.379456 2.527048 2.675195 0.074 -0.025 0.029 0.00
S -4.176164 2.152431 1.161701 0.027 -0.058 -0.129 0.01
H -0.328199 1.677925 3.903410 0.019 -0.013 0.001 0.00
H -1.186763 3.065936 5.765357 0.001 0.002 0.000 0.00
H -3.417047 4.100290 5.641987 -0.007 0.000 -0.004 0.00
H -4.844167 3.768863 3.649893 -0.004 -0.007 -0.015 0.00
S 1.070973 0.013666 2.511778 -0.089 0.031 0.092 0.10
C 1.213444 -1.695912 2.882459 0.069 0.005 -0.042 0.01
C 2.082306 -2.137714 3.882692 0.008 0.029 0.003 0.01
C 2.159365 -3.482877 4.184730 -0.013 -0.030 -0.015 0.00
C 1.376343 -4.406819 3.492418 0.004 0.013 -0.002 0.01
C 0.520270 -3.976344 2.496676 -0.010 -0.048 -0.001 0.00
C 0.435926 -2.618789 2.198243 0.014 0.099 -0.043 0.01
S -0.641822 -2.038632 0.925577 0.104 -0.067 -0.205 -0.01
H 2.689466 -1.415824 4.415146 -0.001 0.007 -0.002 0.00
H 2.832728 -3.820809 4.961437 0.004 -0.001 0.005 0.00
H 1.438884 -5.459687 3.733131 -0.002 -0.001 -0.003 0.00
H -0.090048 -4.683021 1.948014 -0.003 -0.005 -0.004 0.00
C 4.515180 3.255622 4.247670 0.038 0.027 0.049 0.00
C 3.791546 2.909446 2.977337 -0.039 -0.004 -0.013 0.00
C 4.243830 1.885850 2.156240 -0.019 -0.024 -0.005 0.00
C 3.588810 1.555162 0.977121 0.005 0.097 -0.029 0.00
C 4.053214 0.410660 0.125295 0.029 -0.090 -0.017 0.00
C 2.459420 2.287670 0.621666 -0.073 0.043 -0.049 0.00
C 1.984923 3.333578 1.414842 0.041 -0.089 0.040 0.00
C 0.794729 4.151066 0.993298 -0.086 -0.011 0.011 0.00
C 2.661109 3.621776 2.592950 -0.003 -0.006 -0.008 0.00
C 1.738786 1.964649 -0.651528 -0.201 -0.093 -0.005 0.01
O 2.057246 2.349414 -1.735947 0.115 -0.040 0.058 0.00
O 0.587128 1.222518 -0.527565 0.274 -0.206 -0.298 0.07
H 5.155659 2.436642 4.572912 0.001 -0.004 0.003 0.00
H 3.814864 3.482237 5.052190 -0.005 -0.002 -0.002 0.00
H 5.147218 4.135189 4.107191 0.000 -0.001 -0.002 0.00
H 5.117725 1.314651 2.449886 0.004 -0.005 -0.004 0.00
H 4.981434 -0.009530 0.509255 0.000 0.001 0.002 0.00
H 4.216776 0.721951 -0.906895 -0.012 0.007 -0.005 0.00
H 3.305313 -0.388288 0.117636 0.002 0.007 -0.003 0.00
H -0.045455 3.521855 0.689803 0.010 0.006 0.000 0.00
H 1.044116 4.784702 0.139878 -0.002 0.002 -0.003 0.00
H 0.456259 4.790953 1.807249 0.011 0.008 -0.005 0.00
H 2.298325 4.427216 3.222816 -0.003 0.006 0.009 0.00
```
Positions in Å, forces in eV/Å.

## Properties
charge	0
energy relative to the best compared isomer or geometry (same formula, charge and spin)	0.0	kcal per mole
⟨S²⟩	0.758
LUMO (spin up / spin down)	-1.06 / -0.95	eV
multiplicity	2



[2]
This record from the Open Molecules 2025 dataset describes C23H20AuN6O2S2 as an isolated structure. The level of theory is ωB97M-V with the def2-TZVPD basis set.

Geometry as XYZ:
```
54
Properties=species:S:1:pos:R:3:forces:R:3:lowdin_charge:R:1
Au 1.441797 -0.184120 1.590783 1.095 1.121 0.797 1.09
N 0.524066 2.510352 4.887917 -0.032 -0.223 0.069 0.14
C 1.028940 1.838743 3.856680 -0.007 -0.035 0.216 -0.82
S 0.950323 0.095176 3.933770 -0.114 -0.653 -0.626 0.70
N 1.634237 2.517548 2.923818 -0.018 0.402 -0.347 0.02
N 1.946104 1.796703 1.851002 -0.378 -0.954 -0.052 -0.16
C 2.527087 2.343824 0.847460 0.077 0.186 -0.304 -0.03
C 2.931659 1.514605 -0.274767 -0.031 0.181 0.228 -0.26
C 3.418303 2.034409 -1.457546 0.177 0.130 -0.203 0.01
C 3.826902 1.160599 -2.453932 0.019 0.092 -0.029 -0.01
C 3.765325 -0.206003 -2.228888 0.049 -0.037 -0.020 -0.02
C 3.247560 -0.654608 -1.027801 -0.093 0.022 0.122 -0.08
N 2.831347 0.191443 -0.080689 -0.585 -0.796 -0.236 0.00
H 0.029111 2.019585 5.610815 -0.073 0.060 0.028 0.11
H 0.449742 3.512226 4.832938 0.071 0.028 0.013 0.13
H 2.735317 3.403768 0.872400 -0.034 0.084 0.058 0.15
H 3.472063 3.108136 -1.586768 0.013 -0.065 -0.021 0.13
H 4.195819 1.544051 -3.397431 -0.002 -0.014 0.066 0.13
H 4.101205 -0.916624 -2.974048 -0.049 0.057 0.085 0.12
H 3.163034 -1.713307 -0.808206 -0.090 0.096 -0.032 0.11
C -3.083621 2.741677 -4.541316 0.015 0.005 0.140 -0.04
C -2.731039 2.219820 -3.170283 0.006 0.066 -0.114 -0.26
C -3.618836 1.413948 -2.465784 -0.052 -0.079 -0.053 -0.03
C -3.324922 0.973199 -1.183223 0.111 0.009 0.006 -0.04
C -2.118559 1.338773 -0.602077 -0.291 0.316 -0.066 -0.29
C -1.213555 2.145138 -1.286079 -0.080 -0.098 -0.016 -0.06
C -1.524830 2.576559 -2.563570 0.045 -0.030 -0.037 -0.04
S -1.777854 0.884170 1.062436 0.316 -0.382 -0.263 0.58
O -3.017973 0.549952 1.704076 -0.029 -0.100 0.053 -0.29
O -0.974958 1.949201 1.613757 0.172 0.010 0.076 -0.34
N -0.784172 -0.385957 0.901311 -0.373 -0.417 0.361 -0.21
C -1.192474 -1.712786 0.978112 0.164 0.705 -0.244 -0.26
C -2.472274 -2.235704 0.890722 -0.006 -0.058 -0.089 0.01
C -2.702513 -3.623865 0.865862 -0.199 0.200 0.024 -0.04
C -1.683088 -4.528100 0.925018 -0.119 -0.201 -0.032 -0.04
C -0.371338 -4.053595 1.056435 0.419 0.093 0.096 -0.15
C 0.742485 -4.915177 1.151821 -0.072 -0.023 -0.020 0.03
C 2.003119 -4.415036 1.328272 0.101 -0.115 -0.088 -0.03
C 2.169112 -3.035062 1.441793 0.057 0.120 0.100 -0.13
N 1.149699 -2.200392 1.337374 -0.358 0.110 0.175 -0.06
C -0.134099 -2.655784 1.115184 0.307 -0.114 0.143 -0.13
H -3.775181 2.075010 -5.056505 0.037 0.012 0.024 0.08
H -2.193713 2.867102 -5.158659 -0.029 -0.015 0.011 0.08
H -3.567104 3.718531 -4.456677 0.018 -0.038 -0.023 0.09
H -4.564343 1.137903 -2.922494 0.078 0.017 0.039 0.12
H -4.032178 0.370504 -0.624733 0.040 0.097 -0.039 0.11
H -0.291120 2.446611 -0.799394 -0.110 0.013 -0.042 0.10
H -0.830936 3.218197 -3.097805 -0.042 -0.042 0.018 0.11
H -3.307914 -1.558747 0.835442 -0.068 0.024 -0.002 0.10
H -3.724602 -3.978569 0.788630 0.068 0.077 -0.004 0.12
H -1.864056 -5.595106 0.886587 0.011 0.056 -0.006 0.12
H 0.581753 -5.986411 1.088636 -0.001 0.073 0.009 0.13
H 2.868453 -5.060752 1.393529 -0.046 0.045 0.044 0.12
H 3.142677 -2.601735 1.646106 -0.087 -0.018 0.006 0.12
```
Positions in Å, forces in eV/Å.

## Properties
charge	+1
LUMO	-5.08	eV
multiplicity	1



[3]
This record from the Open Molecules 2025 dataset describes C23H20BeClF6IN2O5P as an isolated structure. The level of theory is ωB97M-V with the def2-TZVPD basis set.

Geometry as XYZ:
```
60
Properties=species:S:1:pos:R:3:forces:R:3:lowdin_spin:R:1
Be -0.170023 0.813022 0.455246 0.051 0.061 -0.181 0.00
C -0.820531 -0.653319 4.515883 0.003 -0.064 0.072 0.03
C 0.530946 -0.680045 3.907838 -0.048 -0.014 0.047 0.18
N 1.497929 -1.375865 4.466766 -0.238 0.058 0.035 -0.02
C 2.693356 -1.377698 3.877945 0.175 -0.026 -0.106 0.23
C 3.043560 -0.664886 2.714416 -0.044 0.028 0.051 0.02
C 4.444098 -0.776985 2.165325 -0.058 -0.042 -0.062 0.00
O 5.119775 0.468453 2.142514 0.079 0.050 0.009 0.00
C 2.073193 0.097753 2.108975 0.074 -0.023 -0.105 0.11
C 2.367349 0.953357 0.952038 -0.054 0.092 0.018 0.00
N 1.438122 1.522607 0.289612 0.214 -0.172 0.205 0.04
C 1.799821 2.299800 -0.846696 -0.073 -0.055 -0.013 0.00
C 2.478256 1.682505 -1.889503 -0.003 0.028 -0.063 0.00
C 2.783073 2.406957 -3.030854 -0.015 -0.034 0.043 0.00
C 2.407796 3.737534 -3.123306 -0.020 0.038 0.010 0.00
C 1.735782 4.352817 -2.076254 0.011 -0.034 0.012 0.00
C 1.422181 3.634130 -0.931904 0.047 0.081 -0.074 0.00
I 0.488676 4.583351 0.664419 -0.017 -0.002 0.032 0.00
C 0.744975 0.052357 2.660706 -0.159 0.152 -0.002 0.11
O -0.249356 0.582966 2.102063 0.191 -0.202 0.104 0.26
H -0.926912 -1.483188 5.209479 0.004 0.014 -0.004 0.00
H -0.948464 0.281809 5.068520 -0.016 0.038 -0.016 0.01
H -1.593628 -0.671798 3.750266 -0.024 -0.005 -0.012 0.01
H 3.451795 -1.983303 4.362437 0.020 -0.010 0.014 0.01
H 5.002955 -1.527352 2.732599 -0.021 0.023 -0.028 0.00
H 4.382277 -1.117646 1.130142 0.038 0.000 0.022 0.00
H 5.323565 0.735101 3.044923 0.005 0.014 -0.010 0.00
H 3.414362 1.129827 0.718019 -0.039 -0.006 -0.044 0.00
H 2.720112 0.630315 -1.803077 0.010 -0.019 0.012 0.00
H 3.302114 1.926945 -3.848066 0.014 -0.013 -0.028 0.00
H 2.635043 4.305434 -4.015030 0.005 0.013 -0.009 0.00
H 1.455710 5.394134 -2.144905 -0.009 0.020 -0.007 0.00
F -1.220153 1.768790 -0.122342 -0.070 0.049 0.057 0.00
P -3.063938 1.797695 0.260707 0.098 -0.045 0.025 0.00
F -4.595568 1.809964 0.596363 -0.064 0.023 0.012 0.00
F -2.610485 2.352355 1.691093 -0.012 -0.015 -0.046 0.00
F -3.012039 3.272920 -0.317196 -0.010 -0.001 0.014 0.00
F -2.825133 0.304165 0.803114 0.007 0.052 0.017 0.00
F -3.236224 1.221649 -1.203048 -0.012 -0.007 -0.033 0.00
C -4.040179 -2.720294 -0.366230 -0.008 -0.016 0.025 0.00
C -3.415212 -2.194436 -1.622390 0.063 0.046 -0.081 0.00
C -4.184319 -1.607627 -2.612067 0.094 -0.013 -0.025 0.00
C -3.590731 -1.090821 -3.752599 0.050 0.047 -0.043 0.00
Cl -4.589051 -0.343445 -4.968237 0.000 -0.002 -0.023 0.00
C -2.223045 -1.144317 -3.928493 -0.134 0.020 0.038 0.00
C -1.436633 -1.730915 -2.946262 -0.036 -0.009 0.098 0.00
C -2.028952 -2.252090 -1.805324 -0.035 -0.085 0.027 0.00
O -1.341592 -2.881230 -0.798072 -0.030 0.018 -0.055 0.00
C 0.057513 -2.875849 -0.835404 0.114 0.007 -0.045 0.00
C 0.687907 -1.541365 -0.431190 -0.031 -0.112 -0.049 0.00
O 1.907106 -1.473463 -0.307064 0.224 -0.080 0.034 0.01
O -0.143867 -0.590625 -0.229761 -0.297 0.039 0.038 0.00
H -5.115546 -2.827780 -0.491955 -0.041 0.012 -0.002 0.00
H -3.859541 -2.029171 0.457804 0.034 0.004 0.046 0.00
H -3.621089 -3.685528 -0.087734 0.011 -0.030 0.008 0.00
H -5.256001 -1.539665 -2.487903 -0.041 0.004 -0.004 0.00
H -1.769237 -0.723731 -4.813684 0.000 0.011 -0.035 0.00
H -0.366121 -1.748166 -3.086578 0.037 -0.008 0.021 0.00
H 0.455687 -3.179399 -1.809730 -0.008 0.041 0.044 0.00
H 0.388519 -3.626691 -0.116372 -0.008 0.064 0.014 0.00
```
Positions in Å, forces in eV/Å.

## Properties
charge	0
energy relative to the best compared isomer or geometry (same formula, charge and spin)	0.0	kcal per mole
⟨S²⟩	0.781
LUMO (spin up / spin down)	-1.49 / -3.91	eV
multiplicity	2



Ordered total energy results: -2764.2305; -2299.2890; -3087.7227; unit a.u..